Model 1:
Entry from the OMol25 dataset: an isolated molecule of C3H5NOS (ωB97M-V with the def2-TZVPD basis set).

Last column: natural (NBO) charge in e.
Positions of all 11 atoms, in Å:
N -0.014 1.321 0.643  -0.85
C 0.246 -0.061 0.369  -0.17
C -1.004 -0.666 -0.279  -0.47
S 0.022 -1.541 -1.614  0.21
C 1.131 -0.423 -0.853  0.39
O 2.196 0.109 -1.135  -0.54
H 0.809 1.861 0.393  0.39
H -0.377 1.449 1.634  0.38
H 0.363 -0.784 1.356  0.20
H -1.771 -1.403 0.231  0.22
H -1.601 0.140 -0.744  0.23

The SMILES is N[C@H]1CSC1=O. As for the total charge: 0. Its HOMO-LUMO gap is 10.2 eV. The calculation puts the HOMO energy at -9.711 eV.

***

Model 2:
Entry from the OMol25 dataset: an isolated molecule of C3H5NOS (ωB97M-V with the def2-TZVPD basis set).

Last column: natural (NBO) charge in e.
Positions of all 11 atoms, in Å:
C 0.621 -1.175 -2.007  -0.38
C 0.575 -0.446 -0.938  -0.36
S -0.856 0.411 -0.355  0.21
C -0.667 0.083 1.372  -0.18
N -0.538 0.892 2.352  -0.05
O -0.610 2.243 2.032  -0.54
H 1.537 -1.643 -2.290  0.21
H -0.280 -1.352 -2.585  0.20
H 1.531 -0.347 -0.327  0.22
H -0.641 -0.937 1.688  0.21
H -0.672 2.271 1.058  0.45

The SMILES is C=CS/C=N\O. As for the total charge: 0. Its HOMO-LUMO gap is 10.1 eV. The calculation puts the HOMO energy at -9.367 eV.

***

Energy comparison, zero being the most stable, in kJ/mol: model 1 0.0; model 2 156.7.

***

Model 1:
Entry from the OMol25 dataset: a structure of composition C3H5NOS (ωB97M-V with the def2-TZVPD basis set).

Last column: natural (NBO) charge in e.
Positions of all 11 atoms, in Å:
C -0.450 0.919 -0.043  0.08
C 0.414 -0.291 -0.233  -0.04
C 1.717 -0.366 0.448  -0.10
H -3.564 -0.163 -0.454  0.12
H 0.262 1.717 -0.017  0.18
H -0.064 -1.237 -0.429  0.20
H 2.096 -1.376 0.711  0.19
H 1.970 0.412 1.193  0.19
N -1.664 0.986 -0.099  -0.51
O 1.626 -0.049 -0.935  -0.46
S -2.342 -0.553 -0.142  0.16

As for the total charge: 0. Its HOMO-LUMO gap is 10.0 eV. The calculation puts the HOMO energy at -9.173 eV.

***

Model 2:
Entry from the OMol25 dataset: an isolated molecule of C3H5NOS (ωB97M-V with the def2-TZVPD basis set).

Last column: natural (NBO) charge in e.
Positions of all 11 atoms, in Å:
O 1.593 1.509 1.800  -0.54
N 1.266 0.613 0.780  -0.14
C 0.025 0.212 0.754  0.03
C -0.357 -0.878 -0.196  -0.54
C -1.058 -0.306 -1.428  -0.25
S -1.161 -1.125 -2.826  0.06
H 2.420 1.696 1.422  0.48
H -0.730 0.669 1.415  0.18
H 0.522 -1.481 -0.498  0.26
H -1.025 -1.604 0.262  0.25
H -1.495 0.695 -1.485  0.21

The SMILES is O/N=C/CC=S. As for the total charge: 0. Its HOMO-LUMO gap is 8.5 eV. The calculation puts the HOMO energy at -8.854 eV.

***

Model 3:
Entry from the OMol25 dataset: an isolated molecule of C3H5NOS (ωB97M-V with the def2-TZVPD basis set).

Last column: natural (NBO) charge in e.
Positions of all 11 atoms, in Å:
N 1.826 0.725 -0.880  -0.81
C 1.629 -0.584 -0.547  0.09
C 0.544 -1.191 0.016  -0.44
C -0.644 -0.543 0.483  0.39
O -1.348 -1.109 1.272  -0.56
S -1.013 1.100 -0.110  -0.07
H 2.661 0.931 -1.430  0.39
H 1.547 1.529 -0.275  0.41
H 2.446 -1.244 -0.961  0.20
H 0.540 -2.300 0.179  0.25
H -2.164 1.194 0.520  0.15

The SMILES is N/C=C\C(=O)S. As for the total charge: 0. Its HOMO-LUMO gap is 9.5 eV. The calculation puts the HOMO energy at -8.872 eV.

***

Energy comparison, zero being the most stable, in kJ/mol: model 1 209.1; model 2 220.4; model 3 0.0.

***

Model 1:
Entry from the OMol25 dataset: a cluster of 2 separate species, C3H5NOS in total (ωB97M-V with the def2-TZVPD basis set).

Last column: natural (NBO) charge in e.
Positions of all 11 atoms, in Å:
C -1.042 -0.426 -0.452  0.14
C -1.021 1.076 -0.273  -0.59
C 1.051 -0.267 0.375  0.21
N -0.059 -1.048 0.005  -0.45
O 2.126 -0.763 -0.276  -0.71
S 0.722 1.499 0.099  0.21
H -1.976 -0.776 -0.866  0.20
H -1.465 1.538 -1.060  0.22
H -1.724 1.410 0.661  0.23
H 1.174 -0.559 2.005  0.05
H 2.214 -1.685 -0.218  0.49

As for the total charge: 0. Its HOMO-LUMO gap is 9.4 eV. The calculation puts the HOMO energy at -8.799 eV.

***

Model 2:
Entry from the OMol25 dataset: an isolated molecule of C3H5NOS (ωB97M-V with the def2-TZVPD basis set).

Last column: natural (NBO) charge in e.
Positions of all 11 atoms, in Å:
S -0.472 -1.619 -1.840  -0.16
C -0.108 0.244 -1.141  0.21
N 1.161 0.561 -0.628  -0.43
C 1.143 0.531 0.647  0.11
C -0.296 0.264 1.075  -0.15
O -1.018 0.395 -0.121  -0.51
H -1.080 -1.885 -0.687  0.12
H -0.275 0.860 -2.005  0.20
H 1.942 0.617 1.348  0.21
H -0.347 -0.850 1.454  0.18
H -0.651 0.881 1.897  0.21

The SMILES is S[C@@H]1N=CCO1. As for the total charge: 0. Its HOMO-LUMO gap is 9.6 eV. The calculation puts the HOMO energy at -9.200 eV.

***

Model 3:
Entry from the OMol25 dataset: a structure of composition C3H5NOS (ωB97M-V with the def2-TZVPD basis set).

Last column: natural (NBO) charge in e.
Positions of all 11 atoms, in Å:
C 0.844 -1.208 -0.088  -0.48
C -0.148 1.126 -0.117  0.53
C -1.319 0.732 0.471  -0.29
H 1.384 -1.812 -1.469  0.23
H 1.727 -1.331 1.127  0.23
H -0.760 -1.567 0.135  0.21
H 1.729 0.395 -0.887  0.42
H -1.702 1.272 1.417  0.25
N 0.868 0.260 0.060  -0.66
O -0.215 2.358 -0.375  -0.54
S -2.407 -0.225 -0.273  0.09

As for the total charge: 0. Its HOMO-LUMO gap is 7.8 eV. The calculation puts the HOMO energy at -8.961 eV.

***

Energy comparison, zero being the most stable, in kJ/mol: model 1 147.3; model 2 0.0; model 3 728.6.

***

Model 1:
Entry from the OMol25 dataset: a structure of composition C3H5NOS (ωB97M-V with the def2-TZVPD basis set).

Last column: natural (NBO) charge in e.
Positions of all 11 atoms, in Å:
C -0.797 0.118 0.885  -0.13
C -1.949 -1.612 -0.388  0.03
C 0.083 0.811 0.039  -0.45
N -1.248 -0.964 0.339  -0.24
O 1.555 -1.589 0.570  -0.95
S 2.078 -0.318 0.061  0.89
H -0.777 0.047 1.970  0.22
H -1.496 -2.516 -0.765  0.19
H -0.089 0.886 -1.093  0.23
H 0.463 1.671 0.446  0.20
H 1.714 -0.304 -1.374  0.01

As for the total charge: 0. Its HOMO-LUMO gap (spin up / spin down) is 7.4 / 7.4 eV. The calculation puts the HOMO energy (spin up / spin down) at -7.802 / -7.802 eV.

***

Model 2:
Entry from the OMol25 dataset: an isolated molecule of C3H5NOS (ωB97M-V with the def2-TZVPD basis set).

Last column: natural (NBO) charge in e.
Positions of all 11 atoms, in Å:
C 1.530 -0.924 0.001  -0.69
C 1.079 0.514 -0.065  0.10
N -0.107 1.001 -0.009  -0.15
O -1.102 0.022 0.137  -0.38
C -2.317 0.606 0.036  0.05
S -3.661 -0.332 -0.036  -0.05
H 2.384 -1.071 -0.668  0.23
H 0.745 -1.574 -0.342  0.24
H 1.822 -1.226 1.016  0.24
H 1.862 1.280 -0.100  0.20
H -2.235 1.704 0.031  0.20

The SMILES is C/C=N\OC=S. As for the total charge: 0. Its HOMO-LUMO gap is 9.2 eV. The calculation puts the HOMO energy at -8.939 eV.

***

Energy comparison, zero being the most stable, in kJ/mol: model 1 285.2; model 2 0.0.